{
  "formula": "C28H26BrCuN8O3S",
  "method": "ωB97M-V/def2-TZVPD",
  "symbols": ["Cu", "N", "C", "S", "N", "N", "C", "C", "C", "C", "C", "C", "C", "C", "C", "C", "C", "C", "N", "H", "H", "H", "H", "H", "H", "H", "H", "H", "H", "H", "C", "O", "C", "C", "C", "Br", "C", "C", "C", "O", "C", "N", "C", "C", "C", "C", "C", "C", "N", "H", "H", "H", "H", "H", "H", "H", "H", "H", "H", "H", "N", "C", "N", "O", "H", "H", "H", "H"],
  "positions_angstrom": [[0.77931, 0.48413, 0.24378], [3.34761, 0.54603, 3.65268], [2.68061, 0.74623, 2.50888], [0.97531, 0.99593, 2.59568], [3.36181, 0.77423, 1.39358], [2.68011, 0.86183, 0.27058], [3.21661, 1.27203, -0.83832], [4.62901, 1.68063, -0.91742], [4.96721, 2.97293, -1.31052], [6.29391, 3.36383, -1.32882], [7.28911, 2.47013, -0.96862], [6.95471, 1.18283, -0.58232], [5.62991, 0.78973, -0.54472], [2.31961, 1.38533, -1.96862], [2.74591, 1.75463, -3.24752], [1.80671, 1.90803, -4.24862], [0.46701, 1.69373, -3.95172], [0.12441, 1.29973, -2.66822], [1.02131, 1.14693, -1.70882], [2.87781, 0.70843, 4.52578], [4.35221, 0.50913, 3.62368], [4.18831, 3.67553, -1.56932], [6.55001, 4.37133, -1.61882], [8.32401, 2.77703, -0.98602], [7.72681, 0.48333, -0.30212], [5.36121, -0.20857, -0.23622], [3.79381, 1.92333, -3.43342], [2.11131, 2.19433, -5.24402], [-0.29479, 1.83333, -4.70052], [-0.90239, 1.11373, -2.38862], [-1.82709, 4.44013, 0.43448], [-1.33189, 3.11923, 0.35088], [-2.20039, 2.09963, 0.17698], [-3.55089, 2.18073, 0.16648], [-4.43619, 1.06933, -0.01662], [-6.27509, 1.57913, -0.30492], [-4.19509, -0.26827, 0.01358], [-2.99769, -0.98517, 0.25478], [-1.71209, -0.30207, 0.67868], [-0.58129, -0.98067, 0.49148], [-3.01609, -2.37727, 0.19808], [-1.93839, -3.18877, 0.34618], [-2.32699, -4.50577, 0.26148], [-1.62989, -5.69707, 0.35478], [-2.36119, -6.86927, 0.23738], [-3.73769, -6.85387, 0.03758], [-4.44449, -5.66737, -0.05462], [-3.71809, -4.49867, 0.05878], [-4.10789, -3.17807, 0.02528], [-2.37369, 4.72323, -0.47092], [-0.94509, 5.06803, 0.53668], [-2.46749, 4.56343, 1.31418], [-4.01289, 3.15043, 0.24698], [-5.05459, -0.89137, -0.18302], [-1.01269, -2.77387, 0.40548], [-0.56399, -5.70847, 0.50928], [-1.85759, -7.82077, 0.29688], [-4.27199, -7.78397, -0.05672], [-5.51159, -5.64557, -0.20382], [-5.05209, -2.86667, -0.12362], [-1.34019, -1.02917, 2.91708], [-1.96319, -0.12147, 2.19838], [-2.82799, 0.72733, 2.70998], [-1.49139, 0.96323, -0.00912], [-1.36609, -1.04807, 3.92388], [-0.57789, -1.48417, 2.41228], [-3.03529, 0.72673, 3.69918], [-3.26459, 1.42563, 2.11508]],
  "atomic_forces_ev_per_a": [[0.108, 0.205, 0.587], [0.129, 0.023, 0.088], [-0.538, 0.186, -0.451], [-0.245, -0.090, -0.440], [1.861, -0.225, 0.682], [-0.922, 0.420, -0.899], [0.590, -0.187, 1.202], [0.206, -0.004, 0.017], [-0.071, -0.141, 0.096], [0.054, 0.104, -0.026], [0.002, 0.035, -0.019], [0.013, -0.080, 0.023], [-0.031, 0.013, -0.136], [-0.435, 0.207, -0.971], [-0.020, -0.133, 0.492], [-0.354, -0.073, 0.118], [0.224, 0.066, -0.052], [-0.277, 0.065, -0.240], [0.185, -0.339, 0.268], [0.074, -0.048, -0.033], [0.050, 0.042, 0.020], [-0.055, 0.089, -0.057], [0.029, 0.089, -0.031], [0.074, 0.030, -0.008], [0.088, -0.064, 0.025], [0.009, -0.079, 0.065], [0.083, -0.017, -0.004], [0.016, 0.028, -0.061], [-0.117, -0.047, -0.043], [-0.069, -0.070, -0.021], [-0.135, 0.293, 0.043], [0.038, -0.809, -0.153], [-0.354, 0.582, 0.031], [0.658, 0.333, -0.221], [-0.657, -0.949, -0.073], [0.354, -0.004, 0.024], [-0.289, 0.615, -0.076], [0.695, 0.033, -0.193], [-0.967, -0.792, 0.309], [0.232, 0.135, -0.381], [0.094, 0.587, 0.055], [-0.011, 0.268, 0.040], [-0.644, -0.720, -0.053], [-0.092, 0.210, -0.021], [-0.060, -0.077, -0.037], [0.004, -0.081, -0.031], [0.131, 0.268, 0.019], [0.536, -0.702, 0.062], [0.034, 0.368, -0.045], [0.008, -0.091, 0.091], [-0.092, 0.009, 0.013], [0.022, -0.009, -0.096], [0.090, 0.142, 0.109], [-0.194, 0.121, -0.016], [-0.157, -0.066, -0.109], [0.167, -0.038, 0.027], [0.100, -0.073, 0.021], [-0.042, -0.169, 0.016], [-0.148, -0.066, -0.035], [0.152, 0.066, 0.054], [0.087, -0.142, 0.011], [-0.009, -0.190, -0.016], [0.064, 0.185, 0.236], [-0.101, 0.721, 0.019], [-0.016, 0.016, -0.062], [-0.188, 0.157, 0.269], [0.017, 0.019, -0.141], [0.014, -0.155, 0.115]],
  "total_charge": 1,
  "e_homo_ev": [-8.978, -8.977],
  "s2": 0.7551,
  "e_lumo_ev": [-3.114, -3.670],
  "multiplicity": 2
}

=====

{
  "formula": "C28H26F6MnN4O4S",
  "method": "ωB97M-V/def2-TZVPD",
  "symbols": ["Mn", "C", "C", "O", "N", "C", "C", "C", "C", "C", "C", "N", "H", "H", "H", "H", "H", "H", "H", "H", "H", "H", "C", "C", "C", "C", "C", "C", "C", "S", "O", "O", "N", "C", "C", "C", "C", "C", "C", "C", "C", "N", "C", "H", "H", "H", "H", "H", "H", "H", "H", "H", "H", "H", "H", "H", "C", "C", "O", "C", "F", "F", "F", "C", "F", "F", "F", "H", "H", "H"],
  "positions_angstrom": [[0.87339, 0.14398, -1.01345], [5.10129, 1.14658, -1.37435], [3.95069, 0.55158, -0.62845], [2.84669, 0.39968, -1.18195], [4.13259, 0.21918, 0.65025], [3.14709, -0.54652, 1.39815], [2.00409, 0.25938, 1.96805], [1.99629, 0.50398, 3.33705], [0.94509, 1.18768, 3.92015], [-0.07211, 1.63058, 3.08785], [-0.00361, 1.35208, 1.73395], [1.00169, 0.66538, 1.16195], [4.85039, 1.22108, -2.43005], [5.98959, 0.52908, -1.26685], [5.34109, 2.13778, -0.99305], [5.03539, 0.36578, 1.07965], [3.66999, -1.06332, 2.20285], [2.71349, -1.29982, 0.73715], [2.80999, 0.13978, 3.94375], [0.92429, 1.36248, 4.98495], [-0.91071, 2.18358, 3.47925], [-0.80141, 1.69458, 1.08785], [-4.73731, -2.06302, 3.63215], [-4.13541, -1.76562, 2.30555], [-2.77591, -1.45742, 2.20285], [-2.21451, -1.15402, 0.98025], [-3.01641, -1.15622, -0.14865], [-4.35801, -1.48492, -0.08715], [-4.90771, -1.80272, 1.14275], [-2.21241, -0.81582, -1.69745], [-1.40941, -1.93412, -2.07225], [-3.08621, -0.23722, -2.66035], [-1.04611, 0.38338, -1.22715], [-1.52971, 1.65108, -1.22935], [-2.86451, 2.05528, -1.15485], [-3.19791, 3.40548, -1.24175], [-2.24431, 4.38508, -1.40505], [-0.87761, 4.03188, -1.45835], [0.17719, 4.94518, -1.65225], [1.46389, 4.46468, -1.70845], [1.71289, 3.09998, -1.54535], [0.75219, 2.20558, -1.33755], [-0.52531, 2.66378, -1.33025], [-4.26861, -1.47792, 4.42055], [-4.58791, -3.11652, 3.87325], [-5.80661, -1.87402, 3.63555], [-2.15941, -1.47052, 3.08925], [-1.16071, -0.92022, 0.88165], [-4.95361, -1.49942, -0.98655], [-5.94521, -2.08792, 1.20495], [-3.64121, 1.31788, -1.05545], [-4.23741, 3.68038, -1.18515], [-2.53401, 5.41998, -1.49385], [-0.03011, 5.99758, -1.77755], [2.29539, 5.12908, -1.88645], [2.72969, 2.73918, -1.59985], [0.71989, -3.57722, -2.80865], [1.27629, -2.85072, -1.57445], [1.06559, -1.50582, -1.50905], [0.67779, -3.47252, -0.27345], [1.39809, -4.48042, 0.20045], [0.67339, -2.51512, 0.69855], [-0.56661, -3.88982, -0.39185], [2.82579, -3.09652, -1.58985], [3.38799, -2.94472, -0.37555], [3.40459, -2.17902, -2.37165], [3.17009, -4.29112, -2.02595], [-0.32871, -3.32062, -2.92555], [0.81569, -4.65302, -2.66975], [1.26749, -3.26602, -3.69585]],
  "atomic_forces_ev_per_a": [[1.617, 0.572, 1.021], [-0.007, -0.090, -0.244], [0.326, 0.056, 0.683], [-0.521, 0.170, -0.343], [-0.027, 0.007, -0.141], [-0.500, -0.200, -0.280], [0.293, -0.104, 0.226], [-0.150, 0.075, -0.171], [-0.044, -0.025, -0.337], [0.107, -0.020, -0.084], [-0.005, 0.081, 0.080], [-0.237, -0.241, -0.441], [-0.003, -0.019, 0.044], [0.065, -0.057, 0.024], [-0.030, 0.080, 0.099], [-0.028, 0.005, -0.199], [-0.101, 0.042, -0.092], [0.227, 0.071, 0.160], [0.108, -0.049, 0.007], [-0.033, 0.056, 0.070], [-0.114, 0.029, -0.022], [0.048, -0.091, 0.023], [-0.073, -0.229, 0.233], [0.124, 0.115, -0.339], [-0.124, 0.007, -0.079], [0.174, -0.007, 0.036], [0.410, 0.363, -0.509], [-0.080, -0.005, -0.213], [0.258, 0.063, 0.106], [-0.086, -1.578, 0.463], [-0.602, 0.584, 0.191], [-0.157, 0.307, 0.105], [-1.076, 0.782, -0.310], [0.808, -0.511, 0.031], [-0.611, 0.391, -0.110], [-0.152, -0.319, 0.107], [-0.087, -0.146, -0.010], [0.783, -0.688, 0.066], [0.011, -0.295, 0.002], [-0.086, 0.037, -0.018], [0.151, 0.034, 0.049], [-0.241, 0.215, -0.301], [0.102, 0.539, 0.047], [-0.016, 0.025, 0.036], [-0.023, -0.047, 0.063], [-0.070, 0.025, 0.034], [0.057, 0.048, 0.116], [-0.106, -0.150, 0.194], [-0.123, -0.012, -0.095], [-0.175, 0.039, 0.001], [-0.150, 0.061, 0.086], [-0.160, 0.044, 0.000], [-0.009, 0.145, -0.020], [-0.021, 0.101, 0.012], [0.052, 0.014, 0.006], [-0.069, -0.127, 0.045], [-0.327, 0.476, 0.069], [0.419, -1.666, 0.250], [-0.254, 1.140, -0.569], [0.179, 0.180, 0.431], [0.147, -0.305, -0.171], [0.024, 0.016, 0.224], [-0.278, -0.049, -0.253], [0.054, 0.315, 0.145], [0.071, 0.134, 0.333], [-0.001, 0.093, -0.337], [-0.132, -0.261, -0.097], [0.307, -0.246, -0.111], [0.105, 0.049, -0.016], [0.063, -0.049, -0.006]],
  "total_charge": 2,
  "e_homo_ev": [-14.385, -14.379],
  "e_above_lowest_ev": 1.4483,
  "s2": 4.0579,
  "e_lumo_ev": [-7.402, -8.798],
  "multiplicity": 4
}

=====

{
  "formula": "C28H26MoN6O4S",
  "method": "ωB97M-V/def2-TZVPD",
  "symbols": ["Mo", "O", "C", "N", "C", "O", "C", "C", "C", "C", "C", "N", "C", "C", "C", "C", "C", "N", "H", "H", "H", "H", "H", "H", "H", "H", "N", "C", "N", "S", "H", "H", "H", "H", "C", "C", "C", "C", "C", "C", "N", "C", "C", "C", "C", "C", "C", "C", "O", "O", "C", "C", "H", "H", "H", "H", "H", "H", "H", "H", "H", "H", "H", "H", "H", "H"],
  "positions_angstrom": [[0.58492, -1.87413, 0.34612], [4.02077, -3.49156, -1.20367], [3.08735, -2.79422, -0.96035], [2.36857, -2.75075, 0.26037], [2.92217, -3.29366, 1.45072], [4.06025, -3.60192, 1.61472], [1.86792, -3.46600, 2.51419], [2.14192, -4.09241, 3.70826], [1.11953, -4.20394, 4.64338], [-0.12872, -3.67515, 4.35529], [-0.33075, -3.04855, 3.13934], [0.65319, -2.95524, 2.23222], [2.48775, -1.83152, -1.95879], [3.08995, -1.59456, -3.17304], [2.50349, -0.66764, -4.02866], [1.33909, -0.02747, -3.63233], [0.78435, -0.32912, -2.40158], [1.35082, -1.21761, -1.57920], [3.13939, -4.47373, 3.87879], [1.29805, -4.69738, 5.58942], [-0.94648, -3.74029, 5.05865], [-1.28458, -2.61187, 2.87365], [3.99962, -2.12611, -3.41656], [2.95264, -0.44305, -4.98660], [0.86381, 0.71032, -4.26556], [-0.11654, 0.15681, -2.05246], [-2.44962, -3.44405, -2.66267], [-1.95908, -2.69367, -1.69138], [-2.32633, -1.43793, -1.55845], [-0.88452, -3.51119, -0.56500], [-3.18767, -3.12077, -3.27098], [-2.12875, -4.39251, -2.78001], [-3.01714, -1.01917, -2.16563], [-2.02870, -0.89023, -0.75706], [-4.77956, 3.67876, -0.47473], [-3.36523, 3.29419, -0.80500], [-3.08459, 2.63052, -1.99735], [-1.78497, 2.29502, -2.34195], [-0.74627, 2.61902, -1.48220], [-1.02238, 3.25269, -0.27817], [0.07085, 3.54779, 0.60012], [1.04693, 2.61912, 0.88160], [2.40438, 2.99421, 0.91113], [3.40767, 2.08285, 1.16893], [3.10340, 0.74191, 1.41380], [1.77068, 0.37170, 1.40171], [0.74267, 1.28360, 1.15447], [-0.64450, 0.74497, 1.21072], [-1.59998, 1.21981, 1.72956], [-0.69707, -0.46182, 0.55038], [-2.32326, 3.60300, 0.08290], [-2.60198, 4.29096, 1.38845], [-5.44972, 3.44797, -1.30050], [-4.85901, 4.74505, -0.26024], [-5.13543, 3.14714, 0.41021], [-3.89882, 2.41786, -2.68029], [-1.57356, 1.83689, -3.30428], [0.28664, 2.43726, -1.75587], [0.37587, 4.50939, 0.62251], [2.66247, 4.02398, 0.69590], [4.43816, 2.41074, 1.17796], [3.87986, 0.03137, 1.66223], [1.55246, -0.59198, 1.89358], [-1.80160, 4.09709, 2.09842], [-3.54137, 3.95628, 1.82234], [-2.67941, 5.37289, 1.24852]],
  "atomic_forces_ev_per_a": [[0.404, -0.745, -0.188], [0.010, -0.004, -0.034], [-0.034, 0.210, 0.005], [-0.177, 0.292, -0.033], [-0.050, -0.258, -0.091], [0.055, 0.057, 0.032], [0.021, 0.085, 0.038], [0.027, 0.018, -0.046], [0.038, -0.038, 0.033], [-0.068, 0.031, -0.041], [0.052, -0.051, -0.005], [-0.131, 0.285, -0.058], [0.055, -0.132, 0.125], [-0.029, 0.051, -0.029], [0.014, -0.040, 0.061], [0.005, 0.042, -0.038], [-0.009, 0.069, -0.072], [-0.060, 0.006, 0.136], [-0.011, -0.016, 0.021], [0.003, 0.003, -0.002], [0.018, -0.005, 0.014], [-0.006, 0.000, -0.010], [0.001, 0.005, -0.009], [0.012, -0.013, -0.002], [0.006, -0.032, 0.025], [0.009, -0.011, 0.016], [0.050, -0.014, 0.030], [-0.050, -0.106, -0.058], [-0.061, 0.048, 0.061], [-0.074, 0.100, -0.013], [0.008, 0.007, -0.014], [-0.023, -0.012, 0.012], [0.027, -0.028, -0.062], [0.054, -0.016, 0.084], [-0.010, -0.031, -0.004], [0.013, 0.010, -0.022], [-0.099, 0.047, 0.061], [0.167, -0.076, -0.040], [-0.084, -0.018, -0.099], [0.030, 0.094, 0.174], [0.042, -0.026, -0.043], [-0.017, 0.159, -0.004], [0.066, -0.077, 0.023], [-0.082, -0.047, -0.030], [-0.046, 0.060, -0.023], [0.386, -0.040, 0.155], [-0.147, -0.207, -0.023], [0.180, 0.413, -0.006], [-0.088, -0.116, -0.016], [-0.189, 0.054, 0.084], [-0.043, -0.011, -0.012], [0.092, 0.023, -0.076], [-0.004, 0.006, 0.004], [0.001, 0.001, -0.005], [-0.010, 0.006, -0.001], [0.010, -0.001, -0.006], [-0.045, 0.044, 0.030], [0.015, -0.017, 0.019], [-0.025, 0.004, -0.045], [-0.015, 0.010, 0.012], [0.000, 0.012, 0.001], [0.007, -0.005, -0.007], [-0.155, -0.020, -0.020], [-0.029, 0.013, 0.026], [-0.001, -0.034, 0.004], [-0.005, -0.015, 0.002]],
  "total_charge": 2,
  "e_homo_ev": [-13.136, -13.137],
  "e_above_lowest_ev": 0.8836,
  "s2": 2.0168,
  "e_lumo_ev": [-7.758, -7.674],
  "multiplicity": 3
}

=====

- Which formula does entry 2 have?
  C28H26F6MnN4O4S

=====

- Number 2 is which compound?
  C28H26F6MnN4O4S